42
Properties=species:S:1:pos:R:3:mulliken_charge:R:1 method="wB97M-V/def2-TZVPD" smiles=CN1CCC[C@H]1CO.O.O.O.O.O.O.O homo_energy_ev=-8.9 mol_weight_g_mol=241.28 e_tot_ev=-24530.442 de_lowest_kcal_mol=31.47 lumo_ev=0.38 fmax_ev_per_a=1.207 total_charge=0 gap_ev=9.270
C -2.954 -0.581 -0.203 -1.13
N -1.521 -0.720 0.000 0.12
C -1.177 -1.167 1.348 -0.90
C 0.289 -0.810 1.513 -0.21
C 0.559 0.244 0.432 -0.17
C -0.776 0.546 -0.216 0.33
C -0.689 0.745 -1.723 -0.97
O 0.513 1.518 -1.995 -0.60
H -3.319 -1.602 -0.239 0.37
H -3.475 -0.037 0.589 0.35
H -3.195 -0.029 -1.112 0.27
H -1.366 -2.236 1.466 0.39
H -1.830 -0.672 2.081 0.45
H 0.427 -0.452 2.530 0.40
H 0.933 -1.638 1.300 -0.01
H 1.121 1.078 0.791 0.30
H 1.210 -0.245 -0.294 -0.02
H -1.356 1.332 0.280 0.04
H -1.519 1.300 -2.127 0.51
H -0.615 -0.252 -2.144 0.35
H 0.423 1.937 -2.863 0.28
O 2.163 -3.402 0.800 -0.65
H 2.666 -3.648 1.593 0.27
H 1.283 -3.793 0.791 0.31
O -3.249 1.770 2.770 -0.62
H -3.159 2.323 3.553 0.30
H -2.424 1.982 2.296 0.36
O 2.848 -2.120 -1.625 -0.60
H 2.803 -2.831 -0.972 0.29
H 2.364 -2.532 -2.355 0.29
O 3.273 0.950 -1.713 -0.66
H 2.367 1.101 -2.031 0.38
H 3.423 0.008 -1.784 0.29
O -0.581 2.945 1.930 -0.63
H -0.822 3.769 2.378 0.30
H -0.191 3.274 1.083 0.40
O 0.793 3.546 -0.225 -0.80
H 1.651 3.300 0.140 0.35
H 0.598 2.846 -0.886 0.38
O -0.265 -3.505 -0.977 -0.72
H -0.358 -2.690 -0.476 0.34
H -1.168 -3.741 -1.195 0.28